Density functional theory data (ωB97M-V/def2-TZVPD) for a molecular structure, C22H50InN3OP3 in a non-equilibrium geometry.

## Properties
LUMO energy (spin up / spin down) = -10.72 / -10.48 eV
Kohn-Sham gap (spin up / spin down) = 5.0 / 5.3 eV
HOMO level (spin up / spin down) = -15.76 / -15.77 eV

Geometry as ORCA input:
```
! RIJCOSX wB97M-V def2-TZVPD def2/J DEFGRID3
* xyz 3 1
In -0.33 2.69 -1.09
P 2.13 -0.72 1.59
P 2.16 2.87 -0.93
P -1.25 -4.01 -0.65
H 1.12 2.49 -3.60
C 0.04 2.37 -3.74
C -0.97 3.19 -3.12
H -0.91 4.28 -3.14
C 3.36 -1.79 0.71
C 3.30 0.23 2.67
C 1.55 -1.92 2.86
C 2.39 4.18 -2.17
C 2.72 3.61 0.62
C 3.50 1.69 -1.29
C -2.67 -3.90 -1.77
C -1.18 -3.15 0.96
C 0.43 -4.20 -1.34
H -0.24 1.84 -4.66
H -2.01 2.84 -3.25
H 3.82 -2.50 1.42
H 4.14 -1.16 0.26
H 2.84 -2.35 -0.08
H 3.78 -0.45 3.37
H 2.72 0.98 3.23
H 4.05 0.74 2.05
H 1.65 -2.95 2.49
H 0.49 -1.71 3.06
H 2.11 -1.81 3.79
H 3.03 4.96 -1.74
H 1.42 4.63 -2.44
H 2.85 3.76 -3.08
H 3.49 4.35 0.38
H 3.12 2.84 1.28
H 1.89 4.10 1.13
H 4.46 2.24 -1.28
H 3.36 1.22 -2.27
H 3.54 0.90 -0.52
H -3.31 -4.74 -1.49
H -2.36 -4.01 -2.82
H -3.23 -2.97 -1.64
H -2.05 -3.48 1.55
H -1.22 -2.06 0.88
H -0.28 -3.46 1.52
H 0.39 -5.04 -2.07
H 1.13 -4.46 -0.52
H 0.80 -3.31 -1.87
C -1.09 -1.06 -2.80
C 0.21 -1.03 -3.34
C 0.35 -1.39 -4.67
C -0.78 -1.62 -5.46
C -2.05 -1.31 -4.96
C -2.21 -0.94 -3.64
O -1.30 -1.36 -1.46
H -1.07 -2.36 -1.21
H 1.06 -0.73 -2.71
H 1.35 -1.54 -5.08
H -0.68 -2.05 -6.46
H -2.93 -1.38 -5.61
H -3.18 -0.67 -3.20
C -0.75 0.85 4.71
N -1.06 1.55 3.46
C -0.23 2.70 3.16
C -1.82 0.97 2.46
N -1.47 1.12 1.21
N -2.93 0.28 2.91
C -3.61 0.72 4.13
C -3.83 -0.32 1.94
H -1.05 1.48 5.56
H 0.33 0.66 4.79
H -1.27 -0.11 4.76
H -0.64 3.20 2.27
H -0.26 3.39 4.01
H 0.81 2.41 2.95
H -2.05 0.54 0.59
H -3.08 1.55 4.61
H -4.62 1.05 3.88
H -3.68 -0.11 4.84
H -4.35 0.45 1.35
H -3.29 -0.98 1.26
H -4.57 -0.90 2.49
*
```


Density functional theory data (ωB97M-V/def2-TZVPD) for a molecular structure, C22H50N3P3SeTc in a non-equilibrium geometry.

## Properties
LUMO energy (spin up / spin down) = -12.80 / -15.33 eV
energy above the lowest of the compared OMol25 structures with the same formula, charge and spin = 0.000 eV
Kohn-Sham gap (spin up / spin down) = 6.9 / 4.4 eV
HOMO level (spin up / spin down) = -19.74 / -19.74 eV

Geometry as ORCA input:
```
! RIJCOSX wB97M-V def2-TZVPD def2/J DEFGRID3
* xyz 4 4
Tc 0.58 -0.55 0.06
P -1.06 -0.66 1.68
P 1.53 -2.49 -0.61
P -1.00 -0.70 -1.65
H -0.62 5.22 -1.21
C -1.42 4.47 -1.29
C -2.01 3.96 -0.20
H -1.72 4.29 0.81
C -0.52 -0.26 3.38
C -1.84 -2.30 1.97
C -2.50 0.46 1.48
C 2.65 -2.25 -2.04
C 2.70 -3.30 0.55
C 0.50 -3.93 -1.10
C -1.83 0.89 -1.96
C -2.42 -1.85 -1.46
C -0.48 -1.15 -3.34
H -1.75 4.20 -2.31
H -2.89 3.30 -0.27
H -0.81 0.76 3.66
H 0.56 -0.37 3.48
H -1.00 -0.97 4.08
H -1.08 -3.09 1.92
H -2.63 -2.51 1.25
H -2.26 -2.29 2.99
H -2.18 1.45 1.15
H -3.00 0.57 2.45
H -3.23 0.06 0.76
H 3.28 -3.14 -2.13
H 3.29 -1.37 -1.86
H 2.10 -2.08 -2.98
H 2.88 -4.33 0.23
H 2.29 -3.30 1.57
H 3.66 -2.75 0.56
H 1.16 -4.81 -1.09
H 0.07 -3.82 -2.10
H -0.30 -4.09 -0.37
H -2.62 0.75 -2.71
H -1.10 1.61 -2.34
H -2.27 1.32 -1.05
H -2.99 -1.84 -2.39
H -3.08 -1.55 -0.64
H -2.07 -2.87 -1.28
H -1.37 -1.13 -3.98
H -0.03 -2.15 -3.38
H 0.24 -0.41 -3.72
C 1.64 2.63 -3.93
C 1.20 3.97 -3.90
C 1.45 4.81 -4.98
C 2.12 4.33 -6.11
C 2.51 2.98 -6.17
C 2.27 2.13 -5.10
Se 1.53 1.48 -2.47
H 0.56 -1.73 1.25
H 0.67 4.31 -3.01
H 1.12 5.85 -4.94
H 2.33 4.99 -6.96
H 3.01 2.58 -7.06
H 2.57 1.08 -5.12
C 4.45 0.44 2.57
N 3.47 1.51 2.42
C 3.76 2.76 3.10
C 2.40 1.35 1.63
N 2.31 0.24 0.90
N 1.42 2.34 1.55
C 0.81 2.89 2.76
C 1.44 3.27 0.43
H 5.11 0.74 3.40
H 5.07 0.32 1.66
H 3.97 -0.51 2.83
H 3.59 3.63 2.45
H 3.15 2.87 4.02
H 4.81 2.73 3.39
H 3.19 -0.30 0.89
H 1.22 3.89 3.00
H -0.27 3.00 2.58
H 0.95 2.21 3.61
H 1.70 2.71 -0.49
H 0.45 3.71 0.29
H 2.20 4.07 0.58
*
```


Density functional theory data (ωB97M-V/def2-TZVPD) for 3 unconnected molecules or ions with the total composition C22H50NO8P2S in a non-equilibrium geometry.

## Properties
LUMO energy = -3.25 eV
energy above the lowest of the compared OMol25 structures with the same formula, charge and spin = 0.000 eV
Kohn-Sham gap = 8.1 eV
HOMO level = -11.38 eV

Geometry as ORCA input:
```
! RIJCOSX wB97M-V def2-TZVPD def2/J DEFGRID3
* xyz 1 1
C 3.31 -4.21 -0.22
C 2.33 -4.30 -1.11
C 1.32 -4.19 -2.38
S 0.95 -2.44 -2.91
C 1.95 -1.18 -1.97
C 2.58 -0.15 -3.09
C -0.84 -2.06 -2.43
C -1.89 -2.44 -3.59
C -3.18 -1.43 -3.40
C -4.60 -2.21 -3.59
C -5.19 -2.74 -2.17
N -5.44 -1.65 -1.18
H 4.14 -3.81 0.49
H 0.36 -4.80 -2.13
H 1.86 -4.77 -3.24
H 1.25 -0.54 -1.29
H 2.83 -1.60 -1.37
H 2.66 0.89 -2.58
H 3.64 -0.50 -3.42
H 1.85 -0.12 -4.00
H -0.86 -0.89 -2.33
H -1.13 -2.50 -1.40
H -1.49 -2.31 -4.66
H -2.33 -3.51 -3.45
H -3.17 -1.04 -2.30
H -3.08 -0.50 -4.07
H -4.42 -3.07 -4.36
H -5.34 -1.42 -4.02
H -4.41 -3.50 -1.76
H -6.18 -3.30 -2.34
H -5.71 -2.02 -0.25
H -6.18 -0.99 -1.48
O -6.54 2.36 -0.04
P -6.57 3.82 -0.53
O -6.72 3.46 -2.14
C -8.01 3.10 -2.62
C -8.96 4.28 -2.61
O -4.92 4.04 -0.49
C -4.12 3.22 0.36
C -3.65 1.97 -0.36
O -6.65 5.47 -1.01
C -7.23 6.33 -0.03
C -6.46 6.31 1.28
H -8.41 2.27 -2.04
H -7.89 2.75 -3.65
H -9.20 4.57 -1.58
H -9.90 4.03 -3.11
H -8.52 5.15 -3.10
H -4.67 2.97 1.27
H -3.26 3.81 0.67
H -4.44 1.49 -0.95
H -3.26 1.24 0.35
H -2.86 2.22 -1.08
H -8.27 6.04 0.14
H -7.23 7.34 -0.44
H -6.49 5.32 1.75
H -6.90 7.03 1.99
H -5.41 6.57 1.12
O 8.11 -3.25 3.31
P 7.66 -1.81 3.57
O 7.71 -1.32 1.99
C 6.63 -1.68 1.15
C 5.36 -0.94 1.53
O 9.15 -1.25 4.04
C 10.12 -2.17 4.55
C 10.99 -2.73 3.43
O 7.10 -0.22 3.93
C 6.23 -0.14 5.06
C 6.89 -0.64 6.33
H 6.48 -2.76 1.18
H 6.91 -1.41 0.13
H 4.98 -1.28 2.50
H 4.57 -1.11 0.79
H 5.54 0.14 1.60
H 9.63 -2.97 5.11
H 10.75 -1.63 5.26
H 10.42 -3.01 2.55
H 11.55 -3.60 3.78
H 11.71 -1.97 3.10
H 5.32 -0.72 4.85
H 5.94 0.90 5.18
H 7.15 -1.71 6.25
H 6.22 -0.52 7.18
H 7.82 -0.10 6.52
*
```


Density functional theory data (ωB97M-V/def2-TZVPD) for a molecular structure, C22H51AlNO4P2 in a non-equilibrium geometry.

## Properties
LUMO energy = 2.91 eV
Kohn-Sham gap = 7.7 eV
HOMO level = -4.81 eV

Geometry as ORCA input:
```
! RIJCOSX wB97M-V def2-TZVPD def2/J DEFGRID3
* xyz -1 1
C -1.45 2.93 6.75
C -1.14 2.25 5.42
C -2.11 2.72 4.33
C -2.27 1.70 3.21
C -2.88 2.35 1.95
C -1.86 2.39 0.81
Al -1.41 0.55 0.04
C -1.48 0.71 -1.99
C -0.22 0.30 -2.82
C 0.25 1.43 -3.75
C 0.92 0.94 -5.04
C 2.39 0.47 -4.95
C 3.41 1.58 -5.13
C 3.63 2.56 -3.98
C 3.76 1.95 -2.59
C 4.98 1.07 -2.41
O 4.86 -0.25 -2.90
C 4.16 -1.08 -2.01
C -2.71 -0.88 0.69
C -2.26 -1.83 1.84
P -1.69 -3.46 1.31
O -2.27 -4.56 2.10
O -0.09 -3.42 1.32
C 0.53 -4.02 2.47
C 1.68 -3.14 2.95
O -2.04 -3.63 -0.25
C -3.08 -4.56 -0.56
C -4.47 -4.12 -0.15
P 0.77 0.09 0.88
N 1.86 1.27 0.66
H -2.45 2.68 7.07
H -1.41 4.00 6.61
H -0.74 2.64 7.52
H -1.22 1.17 5.51
H -0.13 2.52 5.13
H -1.71 3.63 3.90
H -3.08 2.94 4.76
H -1.30 1.27 2.98
H -2.95 0.93 3.57
H -3.16 3.37 2.22
H -3.81 1.86 1.68
H -2.17 3.08 0.02
H -0.95 2.82 1.23
H -1.76 1.72 -2.28
H -2.30 0.06 -2.31
H 0.59 -0.12 -2.23
H -0.53 -0.49 -3.51
H 0.85 2.16 -3.22
H -0.65 1.95 -4.05
H 0.33 0.10 -5.39
H 0.86 1.74 -5.77
H 2.53 -0.22 -5.79
H 2.52 -0.11 -4.04
H 3.06 2.17 -5.99
H 4.38 1.19 -5.41
H 2.81 3.28 -3.95
H 4.53 3.14 -4.15
H 2.88 1.37 -2.33
H 3.81 2.75 -1.87
H 5.18 1.02 -1.34
H 5.87 1.53 -2.85
H 3.95 -2.01 -2.53
H 4.76 -1.32 -1.13
H 3.22 -0.65 -1.68
H -3.56 -0.32 1.08
H -3.08 -1.42 -0.18
H -3.08 -1.97 2.53
H -1.45 -1.36 2.39
H 0.96 -4.96 2.15
H -0.16 -4.15 3.29
H 1.53 -2.10 2.67
H 2.65 -3.51 2.64
H 1.68 -3.15 4.04
H -2.86 -5.56 -0.21
H -3.08 -4.62 -1.65
H -4.56 -3.04 -0.20
H -4.66 -4.45 0.86
H -5.19 -4.61 -0.78
H 0.65 -0.12 2.29
H 1.26 -1.15 0.39
H 1.40 2.02 0.14
*
```


Density functional theory data (ωB97M-V/def2-TZVPD) for 3 unconnected molecules or ions with the total composition C22H51B3F3N5O4 in a non-equilibrium geometry.

## Properties
LUMO energy = -0.44 eV
Kohn-Sham gap = 7.6 eV
HOMO level = -8.07 eV
structure (SMILES) = [H]/N=C(/N)NCCCCB1OB(CCCCO)OB(C(F)(F)F)O1.CCN(CC)CC.CCN(CC)CC

Geometry as ORCA input:
```
! RIJCOSX wB97M-V def2-TZVPD def2/J DEFGRID3
* xyz 0 1
N 4.83 3.59 -5.62
C 4.16 2.38 -5.79
N 4.32 1.66 -7.11
N 3.30 1.91 -4.63
C 3.54 0.46 -4.27
C 3.81 0.29 -2.62
C 3.13 1.61 -1.90
C 2.94 1.44 -0.26
B 1.61 2.34 0.14
O 1.73 3.46 1.14
B 1.38 4.66 0.31
C 2.49 5.87 0.17
C 2.68 6.65 1.61
C 3.84 7.82 1.34
C 4.88 7.84 2.60
O 5.96 8.81 2.42
O 0.04 4.73 -0.37
B -0.09 3.48 -1.15
C -0.56 3.57 -2.74
F -0.82 2.25 -3.37
F 0.48 4.30 -3.57
F -1.80 4.40 -2.81
O 0.26 2.18 -0.47
H 4.55 3.92 -4.67
H 5.36 1.75 -7.33
H 3.86 2.30 -7.82
H 2.28 2.13 -4.78
H 4.40 -0.04 -4.90
H 2.51 -0.11 -4.47
H 4.97 0.23 -2.43
H 3.28 -0.68 -2.20
H 3.75 2.61 -2.08
H 2.02 1.68 -2.33
H 2.86 0.31 0.04
H 3.86 1.96 0.27
H 2.08 6.60 -0.69
H 3.50 5.43 -0.23
H 2.98 5.92 2.48
H 1.63 7.11 1.89
H 4.40 7.53 0.33
H 3.26 8.83 1.18
H 4.31 8.14 3.60
H 5.33 6.76 2.70
H 5.90 9.27 1.52
C -4.51 -1.06 3.60
C -3.07 -1.58 3.50
N -2.53 -1.59 2.14
C -1.25 -2.31 2.04
C -0.05 -1.72 2.78
C -2.58 -0.33 1.40
C -1.86 0.87 2.01
H -5.19 -1.65 2.98
H -4.85 -1.13 4.63
H -4.59 -0.01 3.30
H -3.08 -2.60 3.88
H -2.45 -0.99 4.17
H -0.98 -2.43 0.98
H -1.41 -3.33 2.40
H 0.36 -0.86 2.26
H 0.74 -2.47 2.84
H -0.29 -1.43 3.81
H -3.64 -0.05 1.26
H -2.21 -0.48 0.38
H -2.02 0.95 3.09
H -2.24 1.80 1.56
H -0.79 0.84 1.81
C -4.48 -4.31 -0.09
C -4.71 -5.81 0.00
N -3.54 -6.63 -0.36
C -3.86 -8.06 -0.49
C -4.30 -8.80 0.77
C -2.30 -6.34 0.36
C -2.32 -6.47 1.88
H -4.17 -4.01 -1.10
H -5.41 -3.78 0.15
H -3.72 -3.96 0.62
H -5.53 -6.05 -0.69
H -5.06 -6.05 1.01
H -3.00 -8.58 -0.92
H -4.65 -8.16 -1.24
H -3.46 -9.02 1.42
H -4.74 -9.76 0.49
H -5.06 -8.25 1.34
H -1.99 -5.31 0.11
H -1.49 -6.96 -0.04
H -3.23 -6.06 2.33
H -1.47 -5.93 2.31
H -2.21 -7.51 2.19
*
```